[1]
ORCA calculation (the ωB97M-V functional and the def2-TZVPD basis) on C10H8ErF6N3O4S5SbSe as an isolated structure at a distorted geometry.

Calculated values
Calculated total energy (hartree): -7097.9650
Total charge: 0
Max |F| (eV Å⁻¹): 3.4
Gap between HOMO and LUMO (spin up / spin down) (hartree): 0.2381 / 0.1235
Spin multiplicity: 3
HOMO level (spin up / spin down) (eV): -7.7 / -4.6

Last column: Mulliken spin population.
Geometry (Å):
Er: -0.41660 -2.06034 -1.26780  2.1358
F: -2.34261 -3.34907 -6.21199  -0.0002
C: -2.93318 -3.09503 -5.02524  0.0009
F: -3.82652 -2.11738 -5.10565  0.0000
F: -3.64411 -4.24259 -4.66880  0.0000
S: -1.69733 -2.66238 -3.66933  -0.0218
O: -2.38606 -1.96065 -2.52170  0.0013
O: -0.93857 -3.75491 -3.12437  -0.0014
N: -0.89606 -1.69277 -4.61149  0.0025
S: 0.07719 -0.53740 -4.10805  -0.0107
O: 0.32998 0.56469 -4.99115  -0.0007
O: -0.13805 -0.21306 -2.64232  0.0002
C: 1.75298 -1.48534 -3.86239  0.0063
F: 2.60982 -0.56232 -3.40233  -0.0006
F: 1.60330 -2.40075 -2.75220  -0.0047
F: 2.35136 -2.15989 -4.81992  0.0003
S: -1.39822 -0.81939 0.79013  -0.0055
Sb: -0.02387 -2.53383 1.99756  -0.0629
S: -0.33632 -4.25966 0.31508  0.0050
S: 2.20725 -1.98772 0.52839  -0.0185
C: 0.26142 2.26728 0.52916  -0.0005
N: 0.70789 1.73404 1.77091  -0.0035
C: 1.77943 0.95076 2.01084  -0.0030
Se: 2.97495 0.08292 0.84612  -0.0120
N: 1.97817 0.81661 3.34399  -0.0033
C: 1.10533 1.61491 4.03544  -0.0003
C: 1.07673 2.11748 5.34594  -0.0011
C: -0.00923 3.01884 5.63964  0.0000
C: -0.85067 3.57355 4.66116  -0.0005
C: -0.82087 3.04105 3.37690  -0.0003
C: 0.21351 2.18771 3.07499  -0.0004
H: 0.28000 3.36561 0.45772  -0.0001
H: -0.75997 1.95801 0.35171  -0.0005
H: 0.84465 1.77232 -0.27200  0.0002
H: 2.61179 0.07748 3.74901  0.0002
H: 1.71205 1.67493 6.09917  -0.0001
H: -0.09259 3.42851 6.63329  -0.0001
H: -1.51745 4.37699 4.95105  -0.0001
H: -1.44953 3.27080 2.54850  0.0000

---

[2]
ORCA calculation (the ωB97M-V functional and the def2-TZVPD basis) on a 2-piece molecular cluster, C10H8F3NO overall at a distorted geometry.

Calculated values
Calculated total energy (hartree): -815.2899
Total charge: 0
Max |F| (eV Å⁻¹): 5.2
Gap between HOMO and LUMO (spin up / spin down) (hartree): 0.2548 / 0.3043
Energy relative to the best compared isomer or geometry (same formula, charge and spin) (eV): 4.677
Spin multiplicity: 1
HOMO level (spin up / spin down) (eV): -7.5 / -9.4

Last column: natural (NBO) charge in e.
Geometry (Å):
C: 1.22193 1.10058 -1.31778  0.1681
C: -2.83637 -1.66493 -0.19908  -0.1767
C: -1.99159 -1.61510 -1.30128  -0.2312
C: -2.82691 -0.76942 0.85262  -0.2224
C: -0.88661 -0.86331 -1.32630  -0.1635
C: -1.67326 -0.08021 0.89525  -0.1718
C: -0.67919 0.00210 -0.21289  -0.1060
C: 1.87934 2.38704 0.74709  -0.2574
C: 0.38196 0.93228 -0.19034  0.2198
C: 2.28080 -0.97349 0.43234  0.9515
N: 1.91177 1.31538 -2.23008  -0.2956
O: 0.62987 1.73767 0.88845  -0.4623
F: 3.46429 -0.95293 -0.06818  -0.2950
F: 2.37804 -0.73028 1.79823  -0.3543
F: 1.51809 -2.06753 0.22911  -0.3207
H: -3.71294 -2.32746 -0.14844  0.2110
H: -2.22468 -2.20300 -2.18623  0.2230
H: -3.66721 -0.64428 1.62132  0.2370
H: -0.19744 -0.80798 -2.19965  0.2307
H: -1.43670 0.71507 1.61371  0.2196
H: 2.10060 2.57292 1.82562  0.2095
H: 1.77610 3.25816 0.16865  0.1937
H: 2.59013 1.67873 0.30788  0.1930

---

[3]
ORCA calculation (the ωB97M-V functional and the def2-TZVPD basis) on one molecule with the formula C10H8N2 at a distorted geometry.

Calculated values
Calculated total energy (hartree): -495.3183
Total charge: 0
Max |F| (eV Å⁻¹): 6.1
Gap between HOMO and LUMO (hartree): 0.3386
Energy relative to the best compared isomer or geometry (same formula, charge and spin) (eV): 1.384
SMILES: c1ccc(-c2ncccn2)cc1
Spin multiplicity: 1
HOMO level (eV): -8.9

Last column: natural (NBO) charge in e.
Geometry (Å):
C: -3.49857 0.00056 -0.04149  -0.1818
C: -2.75324 1.16039 -0.39834  -0.2153
C: -1.35792 1.10136 -0.42779  -0.1744
C: -0.67131 0.04043 0.00197  -0.0986
C: 0.74170 -0.04374 -0.03355  0.3972
N: 1.35338 1.05353 0.48550  -0.4508
C: 2.72358 1.07550 0.51426  0.0666
C: 3.47747 -0.00731 -0.01634  -0.2948
C: 2.70129 -1.03011 -0.54252  0.0914
N: 1.45378 -1.10150 -0.48305  -0.4400
C: -1.44047 -1.15212 0.39815  -0.1584
C: -2.79854 -1.12084 0.47938  -0.2340
H: -4.65397 -0.13312 -0.04679  0.2182
H: -3.30966 1.98067 -0.83996  0.2160
H: -0.89920 2.05412 -0.75702  0.2266
H: 3.05955 1.88934 1.18322  0.2086
H: 4.45371 0.04967 0.07887  0.2116
H: 3.15074 -1.88041 -0.86972  0.1823
H: -0.78568 -1.87124 0.91917  0.2205
H: -3.40956 -1.89790 0.71263  0.2092

---

[4]
ORCA calculation (the ωB97M-V functional and the def2-TZVPD basis) on one molecule with the formula C10H8N2 at a distorted geometry.

Calculated values
Calculated total energy (hartree): -495.2267
Total charge: 0
Max |F| (eV Å⁻¹): 4.4
Gap between HOMO and LUMO (hartree): 0.3282
Energy relative to the best compared isomer or geometry (same formula, charge and spin) (eV): 3.877
SMILES: C(#Cn1cccc1)n1cccc1
Spin multiplicity: 1
HOMO level (eV): -8.1

Last column: natural (NBO) charge in e.
Geometry (Å):
C: 0.60125 0.17184 0.16518  0.1550
C: -0.63288 0.28894 0.19046  0.1500
N: -1.95345 -0.02227 0.08874  -0.3952
C: -2.66461 0.27897 -1.12908  -0.0672
C: -3.96962 0.04950 -0.82550  -0.2777
C: -4.06094 -0.25694 0.58101  -0.2928
C: -2.79798 -0.33086 1.10051  -0.0321
N: 1.97879 0.12426 0.08670  -0.3725
C: 2.83099 -0.23077 1.10490  -0.0574
C: 4.03544 -0.38965 0.53174  -0.2759
C: 3.97589 0.07472 -0.77668  -0.2923
C: 2.66039 0.28070 -1.08477  -0.0514
H: -2.09715 0.28174 -2.13837  0.2355
H: -4.79473 0.24172 -1.52473  0.2296
H: -4.88914 -0.26266 1.18943  0.2166
H: -2.58270 -0.38092 2.16844  0.2289
H: 2.42426 -0.40871 2.05554  0.2189
H: 4.87463 -0.89155 1.03074  0.2268
H: 4.79566 0.12224 -1.55172  0.2291
H: 2.18759 0.63815 -1.98997  0.2241

---

[5]
ORCA calculation (the ωB97M-V functional and the def2-TZVPD basis) on one molecule with the formula C10H8N2O at a distorted geometry.

Calculated values
Calculated total energy (hartree): -570.5146
Total charge: 0
Max |F| (eV Å⁻¹): 5.4
Gap between HOMO and LUMO (hartree): 0.3023
Energy relative to the best compared isomer or geometry (same formula, charge and spin) (eV): 2.560
SMILES: CC1=C=Nc2ccccc2NC1=O
Spin multiplicity: 1
HOMO level (eV): -7.9

Last column: natural (NBO) charge in e.
Geometry (Å):
C: 3.78119 0.78096 0.59853  -0.6236
C: 2.43024 0.65334 0.07597  -0.3230
C: 1.23693 1.32232 0.09874  0.5179
N: 0.07404 1.62831 -0.14415  -0.4447
C: -1.13169 0.80107 -0.06332  0.0994
C: -2.41771 1.30963 0.12507  -0.1970
C: -3.44264 0.42653 0.13620  -0.2299
C: -3.14377 -0.94384 -0.01969  -0.1842
C: -1.87691 -1.43856 -0.27466  -0.2532
C: -0.81134 -0.56179 -0.31858  0.1728
N: 0.53112 -1.06100 -0.54312  -0.6538
C: 1.90054 -0.68582 -0.61445  0.7025
O: 2.72011 -1.55043 -0.95794  -0.5938
H: 3.81270 1.67237 1.37413  0.2305
H: 4.48451 0.83321 -0.18737  0.2353
H: 4.06561 -0.02948 1.39377  0.2307
H: -2.55700 2.42175 0.25274  0.2371
H: -4.42439 0.74424 0.12195  0.2182
H: -3.93248 -1.72484 -0.06595  0.2162
H: -1.83026 -2.51866 -0.27061  0.2248
H: 0.53122 -2.07930 -0.71728  0.4176

---

[6]
ORCA calculation (the ωB97M-V functional and the def2-TZVPD basis) on C10H8N2O4PtSSe2 as an isolated structure.

Calculated values
Calculated total energy (hartree): -6116.0327
Total charge: +2
Max |F| (eV Å⁻¹): 0.7
Gap between HOMO and LUMO (hartree): 0.2613
Energy relative to the best compared isomer or geometry (same formula, charge and spin) (eV): 0.000
Spin multiplicity: 1
HOMO level (eV): -16.5

Last column: natural (NBO) charge in e.
Geometry (Å):
Pt: -0.89726 0.57491 0.65571  1.3734
O: -1.85895 0.67420 2.46694  -0.8154
S: -3.07170 0.66776 1.50876  2.4569
O: -4.36887 0.75177 2.00428  -0.7479
O: -2.62957 -0.55243 0.66117  -0.8312
O: -2.53024 1.76445 0.52151  -0.8064
Se: 1.03675 1.98191 1.20256  0.5596
Se: 2.12367 1.67018 -0.87461  0.3719
C: 0.59366 1.13886 -1.90102  0.0325
C: 0.70034 1.29070 -3.26791  -0.2387
C: -0.32234 0.82167 -4.08359  -0.0662
C: -1.43891 0.24028 -3.50326  -0.2119
C: -1.50427 0.14807 -2.12973  0.0747
N: -0.49727 0.57013 -1.33935  -0.4763
C: 1.53151 0.21406 1.83363  0.0312
C: 2.55074 -0.20289 2.63997  -0.2153
C: 2.62324 -1.58073 2.87716  -0.0737
C: 1.69062 -2.43631 2.31591  -0.1984
C: 0.66878 -1.92243 1.52923  0.0952
N: 0.61933 -0.60910 1.29346  -0.4716
H: 1.56738 1.77829 -3.69367  0.2677
H: -0.24821 0.92838 -5.15774  0.2694
H: -2.26501 -0.12373 -4.09682  0.2753
H: -2.36806 -0.26699 -1.62924  0.2591
H: 3.25799 0.49107 3.07308  0.2785
H: 3.41087 -1.97233 3.50773  0.2730
H: 1.73186 -3.50168 2.49360  0.2779
H: -0.10606 -2.53806 1.09225  0.2568

---

[7]
ORCA calculation (the ωB97M-V functional and the def2-TZVPD basis) on C10H8N2O5Ti as an isolated structure at a distorted geometry.

Calculated values
Calculated total energy (hartree): -1719.7259
Total charge: +3
Max |F| (eV Å⁻¹): 13.8
Gap between HOMO and LUMO (spin up / spin down) (hartree): 0.1979 / 0.1792
Spin multiplicity: 2
HOMO level (spin up / spin down) (eV): -20.8 / -20.5

Last column: Mulliken spin population.
Geometry (Å):
O: -4.02149 -0.31461 -2.52260  0.0002
C: -2.88552 -0.13589 -2.35956  -0.0017
Ti: 0.61030 1.72154 -0.95714  0.7468
O: -1.09638 3.90804 -2.99278  0.0108
C: -0.67118 3.03747 -2.35048  -0.0190
C: 1.96161 2.64427 -0.23810  -0.0320
O: 2.82619 3.23502 0.27049  0.1106
C: 0.76956 0.98458 -3.06707  0.0006
O: 1.07418 0.79458 -4.17105  0.0023
C: -1.25916 2.27540 0.10122  -0.0178
O: -2.06587 2.77373 0.78345  0.0124
C: -0.60148 -1.54176 3.43044  0.0039
C: -0.18967 -1.25690 2.08941  0.0521
C: 0.60307 -2.03709 1.24433  0.0570
C: 0.78215 -1.31737 0.05767  -0.0291
N: 0.14963 -0.09016 0.22857  0.0953
N: -0.46226 -0.14632 1.41726  -0.0121
C: 1.50773 -1.70484 -1.16834  0.0047
H: -1.15927 -2.46560 3.50207  0.0092
H: 0.23469 -1.66756 4.10680  0.0073
H: -1.22317 -0.77608 3.85661  -0.0002
H: 1.04095 -2.97885 1.42946  0.0003
H: -1.04895 0.56220 1.76689  0.0012
H: 2.57928 -1.85313 -0.92603  -0.0032
H: 1.11003 -2.67753 -1.51949  -0.0014
H: 1.43503 -0.97314 -2.01202  0.0016

---

[8]
ORCA calculation (the ωB97M-V functional and the def2-TZVPD basis) on one molecule with the formula C10H8O3 at a distorted geometry.

Calculated values
Calculated total energy (hartree): -611.3870
Total charge: 0
Max |F| (eV Å⁻¹): 8.7
Gap between HOMO and LUMO (hartree): 0.2850
Energy relative to the best compared isomer or geometry (same formula, charge and spin) (eV): 5.466
SMILES: COc1cccc2ccc(=O)oc12
Spin multiplicity: 1
HOMO level (eV): -8.4

Last column: natural (NBO) charge in e.
Geometry (Å):
C: 1.32771 1.21380 3.28917  -0.2531
O: 1.24124 1.19131 1.80617  -0.5244
C: 0.32173 0.14645 1.26360  0.2474
C: -0.26404 -0.72043 2.15545  -0.2976
C: -1.15033 -1.67008 1.82920  -0.2226
C: -1.35457 -1.89734 0.40434  -0.1866
C: -0.56119 -1.18473 -0.54694  -0.2028
C: -0.95418 -1.20042 -1.97169  -0.0474
C: -0.89437 -0.00191 -2.83712  -0.3846
C: 0.23627 0.85843 -2.40446  0.7152
O: 0.72370 1.89823 -2.85679  -0.5389
O: 0.73651 0.78611 -1.03999  -0.4329
C: 0.27120 -0.01901 -0.20424  0.3577
H: 1.97392 0.40832 3.73863  0.1791
H: 1.85863 2.12283 3.38411  0.2074
H: 0.09069 1.01301 3.58883  0.1798
H: -0.33000 -0.58076 3.32641  0.2413
H: -1.96282 -2.03375 2.68265  0.2311
H: -2.02957 -2.82460 0.09089  0.2298
H: -1.45640 -2.23474 -2.23957  0.2279
H: -1.62535 -0.02406 -3.71092  0.2741

---

[9]
ORCA calculation (the ωB97M-V functional and the def2-TZVPD basis) on one molecule with the formula C10H8O3S at a distorted geometry.

Calculated values
Calculated total energy (hartree): -1009.6525
Total charge: 0
Max |F| (eV Å⁻¹): 6.9
Gap between HOMO and LUMO (hartree): 0.3327
Energy relative to the best compared isomer or geometry (same formula, charge and spin) (eV): 0.716
Spin multiplicity: 1
HOMO level (eV): -8.8

Last column: natural (NBO) charge in e.
Geometry (Å):
C: 2.62773 -0.21162 -2.17342  -0.1894
C: 3.44500 0.05970 -1.09879  -0.2149
C: 1.23344 -0.33901 -2.13722  -0.2273
C: 2.80815 0.09096 0.18951  -0.1779
C: 0.62353 -0.22411 -0.86947  -0.0721
C: 1.44176 -0.03815 0.25849  -0.2508
C: -0.88734 -0.26094 -0.64925  0.2754
C: -1.22113 -0.23292 0.63621  -0.4203
C: -2.77339 -0.50213 1.49904  0.6875
C: -3.26194 0.80872 2.03224  -0.7472
O: -3.11261 -1.59199 1.61690  -0.4661
O: 0.28902 0.60856 2.66163  -0.9753
O: -1.76480 -0.22758 -1.73456  -0.6530
S: 0.31206 -0.42226 1.64030  1.2986
H: 2.98479 -0.34995 -3.16837  0.2129
H: 4.50199 0.23321 -0.95599  0.2333
H: 0.81866 -0.83273 -2.96610  0.2119
H: 3.42569 0.34634 1.04972  0.2309
H: -2.49325 1.25465 2.74814  0.2795
H: -4.21639 0.50236 2.56088  0.2312
H: -3.53691 1.60070 1.35061  0.2570
H: -1.24406 -0.27180 -2.49047  0.4761